# 1
32
Properties=species:S:1:pos:R:3:mulliken_charge:R:1 method="wB97M-V/def2-TZVPD" s2=2.011 orbital_gap_ha="0.2509 / 0.1326" multiplicity=3 e_above_lowest_kcal_mol=26.0 charge=+2
C 1.648 0.957 -7.613 -1.05
C 1.528 1.479 -6.212 0.66
H 1.981 1.770 -8.268 0.30
H 0.677 0.598 -7.965 0.39
H 2.384 0.149 -7.654 0.39
O 1.747 2.585 -5.787 -0.32
I 0.862 -0.035 -4.823 0.57
Au -0.158 0.194 -0.475 0.34
P -2.409 0.527 -0.571 0.66
C -3.016 1.897 0.403 -1.08
C -2.523 0.893 -2.319 -0.99
H -2.966 -1.795 -0.758 0.34
H -4.391 -0.698 -0.520 0.41
H -3.347 -1.148 0.880 0.35
C -3.367 -0.939 -0.200 -1.01
H -2.089 0.056 -2.881 0.27
H -3.595 1.023 -2.499 0.39
H -4.058 2.019 0.080 0.41
H -2.431 2.801 0.184 0.36
H -1.956 1.811 -2.521 0.34
H -2.970 1.661 1.476 0.37
C 0.266 1.185 1.423 -0.05
O 0.156 2.267 1.925 -0.34
Cl -0.196 -1.832 -1.804 -0.57
N 2.339 -2.134 3.340 -0.40
C 1.636 -0.980 3.267 0.82
N 1.474 -0.229 4.350 -0.34
S 0.970 -0.565 1.728 -0.11
H 2.816 -2.486 4.170 0.23
H 2.388 -2.634 2.452 0.21
H 0.906 0.609 4.214 0.21
H 1.880 -0.444 5.269 0.24

=====

# 2
62
Properties=species:S:1:pos:R:3:mulliken_charge:R:1 method="wB97M-V/def2-TZVPD" s2=0.801 orbital_gap_ha="0.2404 / 0.2043" multiplicity=2
V -0.134 -1.149 0.035 0.05
Cl 4.019 -3.532 -4.846 -0.22
C 2.596 -3.181 -3.914 0.09
C 2.757 -2.539 -2.687 -0.70
C 1.646 -2.240 -1.927 -0.30
N 1.647 -1.635 -0.638 0.36
C 2.722 -1.274 0.101 -0.24
O 3.900 -1.222 -0.212 -0.76
C 2.277 -0.957 1.532 0.40
C 3.199 -0.781 2.538 -0.57
C 2.768 -0.661 3.849 -0.63
C 1.410 -0.761 4.108 -0.73
C 0.535 -0.919 3.057 -0.21
N 0.934 -0.976 1.767 0.53
C 0.350 -2.595 -2.390 -0.01
C 0.207 -3.231 -3.603 -0.81
C 1.336 -3.521 -4.368 0.21
Cl 1.108 -4.319 -5.894 -0.22
N -0.705 -2.238 -1.489 0.32
C -2.008 -2.612 -1.576 0.12
O -2.580 -3.291 -2.407 -0.74
C -2.809 -2.054 -0.389 0.43
C -4.135 -2.390 -0.218 -0.66
C -4.832 -1.845 0.842 -0.34
C -4.187 -0.960 1.689 -1.17
C -2.857 -0.678 1.457 0.23
N -2.157 -1.230 0.453 0.34
H 3.743 -2.276 -2.335 0.64
H 4.244 -0.769 2.257 0.52
H 3.478 -0.521 4.655 0.42
H 1.022 -0.719 5.118 0.45
H -0.529 -1.000 3.233 0.40
H -0.773 -3.512 -3.958 0.61
H -4.581 -3.064 -0.936 0.54
H -5.873 -2.097 1.002 0.43
H -4.700 -0.492 2.518 0.48
H -2.321 0.026 2.079 0.21
C 0.278 3.372 2.864 -1.54
C 0.231 2.076 2.109 0.64
O 0.072 2.367 0.710 -0.35
P -0.294 1.166 -0.305 1.01
O 0.600 1.600 -1.576 -0.39
C 2.039 1.645 -1.437 0.16
C 2.512 3.059 -1.630 -1.48
O -1.750 1.571 -0.839 -0.27
C -2.095 2.922 -1.215 -0.21
C -2.990 3.520 -0.160 -0.95
H 0.528 3.188 3.911 0.42
H -0.683 3.888 2.821 0.30
H 1.040 4.027 2.436 0.33
H -0.602 1.457 2.452 -0.06
H 1.149 1.503 2.260 0.10
H 2.446 0.970 -2.187 0.40
H 2.344 1.262 -0.458 0.00
H 2.215 3.430 -2.612 0.34
H 3.602 3.098 -1.561 0.43
H 2.088 3.716 -0.868 0.26
H -2.606 2.844 -2.173 0.40
H -1.188 3.509 -1.362 0.21
H -3.875 2.898 -0.008 0.27
H -3.319 4.516 -0.466 0.41
H -2.458 3.611 0.791 0.08

=====

# 3
11
Properties=species:S:1:pos:R:3:mulliken_charge:R:1 method="wB97M-V/def2-TZVPD" orbital_gap_ha=0.3540 e_above_lowest_kcal_mol=33.9
N -2.106 0.116 -0.273 -0.31
N -1.535 -1.027 0.089 -0.33
C -0.277 -1.179 0.232 -0.27
C 0.881 -0.280 0.024 0.47
F 2.040 -0.960 -0.174 -0.27
C 1.034 1.031 0.004 -0.14
F 0.016 1.907 0.147 -0.26
H -3.132 0.105 -0.156 0.24
H -1.691 1.014 -0.147 0.22
H -0.042 -2.232 0.468 0.32
H 2.017 1.537 -0.190 0.32

=====

# 4
63
Properties=species:S:1:pos:R:3:mulliken_charge:R:1 method="wB97M-V/def2-TZVPD" s2=0.768 orbital_gap_ha="0.2703 / 0.2002" multiplicity=2 charge=+1
Ca -2.276 0.110 -0.768 1.83
C 1.209 -1.650 -3.111 -1.17
C 0.325 -0.606 -2.854 -0.36
N -0.540 -0.939 -1.905 -0.77
N -0.220 -2.197 -1.505 0.96
C 0.827 -2.637 -2.225 -0.30
B -1.022 -2.967 -0.417 0.29
N -1.093 -2.213 0.960 1.23
C -0.743 -2.740 2.151 -0.26
C -0.975 -1.808 3.141 -1.12
C -1.479 -0.706 2.455 -0.39
N -1.560 -0.955 1.157 -0.93
N -2.477 -3.145 -0.989 0.56
C -3.149 -4.220 -1.435 -0.16
C -4.405 -3.834 -1.853 -1.18
C -4.416 -2.459 -1.645 -0.32
N -3.256 -2.042 -1.147 -0.81
N -0.327 -4.290 -0.096 0.18
C -0.799 -5.528 0.197 -0.22
C 0.247 -6.311 0.612 -1.07
C 1.355 -5.452 0.552 -0.40
N 1.013 -4.244 0.140 -0.60
H 2.002 -1.693 -3.836 0.45
H 0.271 0.371 -3.309 0.44
H 1.229 -3.618 -2.051 0.59
H -0.346 -3.737 2.219 0.39
H -0.806 -1.920 4.197 0.46
H -1.775 0.260 2.835 0.45
H -2.693 -5.191 -1.480 0.62
H -5.177 -4.460 -2.261 0.45
H -5.203 -1.750 -1.855 0.43
H -1.845 -5.768 0.170 0.57
H 0.207 -7.339 0.921 0.45
H 2.385 -5.664 0.791 0.45
C 2.069 7.876 0.784 -1.48
C 1.367 6.582 0.521 0.79
C 0.985 5.745 1.568 -1.07
C 0.339 4.547 1.345 0.87
C -0.023 3.674 2.509 -1.50
C 0.047 4.168 0.002 -0.02
Se -0.794 2.547 -0.282 0.08
C 0.446 5.002 -1.076 0.95
C 0.206 4.661 -2.517 -1.53
C 1.088 6.189 -0.787 -0.71
H 2.216 8.046 1.849 0.35
H 1.497 8.712 0.378 0.36
H 3.045 7.889 0.296 0.35
H 1.209 6.042 2.585 0.28
H 0.284 4.148 3.439 0.38
H 0.462 2.698 2.436 0.27
H -1.099 3.497 2.552 0.34
H -0.351 3.738 -2.645 0.25
H 1.160 4.559 -3.037 0.35
H -0.344 5.467 -3.005 0.38
H 1.389 6.835 -1.604 0.49
N 3.068 -1.501 -0.181 -0.36
C 2.403 -0.992 0.864 0.21
N 2.390 -1.723 1.990 -0.40
S 1.644 0.501 0.788 -0.19
H 3.366 -2.462 -0.193 0.24
H 2.993 -1.008 -1.053 0.19
H 2.659 -2.692 1.986 0.21
H 1.791 -1.402 2.730 0.18

=====

# 5
16
Properties=species:S:1:pos:R:3:mulliken_charge:R:1 method="wB97M-V/def2-TZVPD" orbital_gap_ha=0.3790 e_above_lowest_kcal_mol=62.3
C 0.908 1.311 -0.056 -1.13
N 0.478 -0.027 -0.223 -0.20
C 1.382 -0.877 0.596 -0.98
C -1.115 -0.309 0.446 -0.49
C -2.137 -0.271 -0.733 0.56
O -3.304 -0.188 -0.464 -0.55
O -1.617 -0.289 -1.918 -0.50
H 0.831 1.723 0.942 0.39
H 1.917 1.305 -0.354 0.42
H 0.307 1.926 -0.791 0.29
H 2.362 -0.920 0.107 0.30
H 1.675 -0.396 1.533 0.34
H 0.866 -1.802 0.764 0.35
H -0.828 -1.210 0.982 0.36
H -1.124 0.426 1.151 0.37
H -0.602 -0.402 -1.983 0.47

=====

# 6
37
Properties=species:S:1:pos:R:3:mulliken_charge:R:1 method="wB97M-V/def2-TZVPD" orbital_gap_ha=0.3614 e_above_lowest_kcal_mol=27.8
Xe -0.088 0.159 -0.137 0.06
O -2.287 0.273 -3.750 -0.61
H -1.635 0.912 -4.038 0.32
H -2.594 0.607 -2.906 0.33
O 3.012 -1.298 1.594 -0.64
H 2.485 -2.045 1.311 0.26
H 3.458 -1.004 0.800 0.43
O 1.251 3.351 1.316 -0.72
H 0.399 3.449 1.741 0.31
H 1.761 4.101 1.624 0.32
O -2.409 -3.200 0.982 -0.64
H -1.519 -3.247 0.633 0.41
H -2.435 -3.872 1.664 0.30
O 3.757 -1.058 -1.186 -0.68
H 3.565 -0.269 -1.693 0.34
H 2.981 -1.608 -1.295 0.34
O -1.779 0.674 3.037 -0.59
H -1.740 1.030 2.149 0.23
H -2.480 0.023 3.004 0.33
O 1.803 -3.096 -1.592 -0.77
H 2.420 -3.691 -2.019 0.31
H 1.268 -2.751 -2.307 0.34
O -0.035 -4.150 0.048 -0.73
H -0.677 -4.364 -0.630 0.32
H 0.658 -3.682 -0.417 0.40
O -3.581 0.293 -1.334 -0.64
H -3.197 0.684 -0.550 0.31
H -3.984 -0.519 -1.024 0.31
O 1.078 4.055 -1.713 -0.62
H 0.195 4.407 -1.824 0.30
H 1.097 3.733 -0.812 0.34
O -2.920 2.225 0.933 -0.63
H -2.852 2.756 0.139 0.30
H -2.716 2.832 1.645 0.30
O 2.727 1.423 2.563 -0.64
H 2.788 0.742 1.893 0.29
H 2.224 2.124 2.148 0.42

=====

| no. | electronic energy (eV) |
| --- | --- |
| 1 | -59015.291 |
| 2 | -101516.519 |
| 3 | -11588.638 |
| 4 | -133449.659 |
| 5 | -9877.358 |
| 6 | -33922.058 |